{
  "formula": "C3H9N2",
  "method": "ωB97M-V/def2-TZVPD",
  "lumo_ev": -3.5,
  "charge": 1,
  "e_tot_ev": -6228.427,
  "homo_energy_ev": -13.873,
  "homo_lumo_gap_ev": 10.39,
  "elements": ["C", "C", "C", "N", "N", "H", "H", "H", "H", "H", "H", "H", "H", "H"],
  "coordinates": [[-0.6933, 0.4265, 1.5521], [0.5898, -0.0101, 2.2967], [0.4897, -0.1244, 0.8834], [-0.6314, -0.0656, -2.5012], [0.9166, -0.4911, -0.2758], [-1.5964, -0.3181, 1.6406], [-0.8379, 1.4501, 1.2604], [1.3809, 0.8556, 2.6087], [0.7344, -0.8462, 2.9354], [-1.6120, -0.1996, -2.6299], [0.0285, -0.5416, -3.1478], [-0.1374, -0.4098, -1.5511], [1.9297, -0.6879, -0.4602], [-0.5611, 0.9623, -2.6113]],
  "forces_ev_per_angstrom": [[-1.18, -2.78, -0.23], [3.10, 3.90, 0.72], [0.54, -1.66, -2.31], [1.89, 0.69, 0.19], [-0.19, 0.92, 0.08], [1.66, 1.87, -0.14], [-0.43, 0.41, 0.61], [-2.16, -1.91, -0.54], [-0.52, -0.74, 0.34], [-0.71, -1.20, -0.25], [-1.22, 0.46, -0.32], [-0.27, 0.86, 0.48], [-1.16, -0.17, 1.13], [0.67, -0.65, 0.22]],
  "mulliken_charge": [-0.541, -0.394, 0.311, -0.512, -0.633, 0.235, 0.279, 0.212, 0.300, 0.349, 0.410, 0.418, 0.196, 0.369]
}



{
  "formula": "C4H6N2O",
  "method": "ωB97M-V/def2-TZVPD",
  "lumo_ev": 0.7,
  "smiles": "Cc1ncc(O)[nH]1",
  "e_tot_ev": -9271.983,
  "homo_energy_ev": -8.355,
  "homo_lumo_gap_ev": 9.05,
  "elements": ["C", "C", "N", "C", "C", "O", "N", "H", "H", "H", "H", "H", "H"],
  "coordinates": [[2.1374, -0.2817, 0.2640], [0.7060, -0.1610, -0.1293], [0.1207, -0.6656, -1.1607], [-1.2406, -0.4264, -0.9568], [-1.4294, 0.2633, 0.1909], [-2.5400, 0.6892, 0.8322], [-0.1696, 0.5095, 0.7635], [2.7869, -0.2488, -0.6101], [2.2565, -1.2521, 0.7584], [2.4362, 0.4848, 0.9874], [-1.9756, -0.7801, -1.6644], [-3.3010, 0.4558, 0.2820], [0.2126, 1.4130, 0.4429]],
  "forces_ev_per_angstrom": [[0.11, -0.06, -0.11], [0.17, -0.68, -0.30], [0.20, -0.27, 0.35], [-0.32, -0.01, 0.00], [0.20, 0.00, -0.59], [0.02, 0.10, -0.19], [0.21, 0.09, -0.47], [0.00, -0.04, 0.08], [0.12, 0.12, -0.06], [-0.12, -0.08, -0.21], [-0.01, -0.04, 0.10], [0.12, 0.10, 0.18], [-0.71, 0.76, 1.22]],
  "mulliken_charge": [-0.960, 0.411, -0.583, -0.335, 0.436, -0.495, -0.382, 0.325, 0.225, 0.321, 0.393, 0.323, 0.320]
}



{
  "formula": "C46H50N10O2S2SiTi",
  "method": "ωB97M-V/def2-TZVPD",
  "lumo_ev": [-7.1, -7.4],
  "charge": 2,
  "e_tot_ev": -120159.658,
  "homo_energy_ev": [-11.749, -11.078],
  "homo_lumo_gap_ev": [4.65, 3.69],
  "elements": ["Ti", "N", "C", "C", "C", "C", "C", "C", "S", "O", "O", "N", "C", "N", "C", "C", "C", "N", "H", "H", "H", "H", "H", "H", "H", "H", "H", "C", "Si", "C", "N", "C", "C", "C", "C", "C", "C", "C", "C", "C", "C", "C", "C", "C", "C", "C", "C", "C", "H", "H", "H", "H", "H", "H", "H", "H", "H", "H", "H", "H", "H", "H", "H", "H", "H", "H", "H", "H", "H", "H", "H", "H", "N", "C", "C", "C", "C", "C", "C", "S", "N", "C", "C", "C", "C", "C", "C", "N", "H", "H", "H", "H", "H", "H", "H", "H", "H", "C", "C", "C", "C", "N", "N", "C", "H", "H", "H", "H", "H", "H", "H", "H"],
  "coordinates": [[-0.0128, -0.9335, -0.3671], [-5.7062, -1.5760, 5.9075], [-5.0509, -1.2404, 4.8050], [-5.7510, -0.6795, 3.6794], [-5.0659, -0.2056, 2.5767], [-3.6590, -0.3395, 2.5504], [-2.9648, -0.9439, 3.6285], [-3.6586, -1.4705, 4.6817], [-2.7189, 0.3826, 1.2002], [-3.6242, 0.9828, 0.2317], [-1.5949, 1.1821, 1.6805], [-1.8854, -0.8216, 0.2949], [-2.6221, -1.7686, -0.3676], [-1.9937, -2.4165, -1.3667], [-2.7199, -3.3556, -2.0108], [-4.0343, -3.5677, -1.6459], [-4.5504, -2.8759, -0.5567], [-3.8605, -1.9679, 0.1165], [-6.6567, -1.2892, 6.1285], [-5.1661, -1.9945, 6.6604], [-6.8382, -0.5777, 3.7404], [-5.5994, 0.1899, 1.7258], [-1.8683, -1.0487, 3.5619], [-3.1286, -1.9926, 5.4730], [-2.2466, -3.8943, -2.8189], [-4.6301, -4.3032, -2.1681], [-5.5657, -3.0246, -0.1926], [1.1704, 0.0209, 1.1146], [2.0202, 1.6026, 1.6791], [2.0255, 2.8489, 0.1986], [0.8925, 2.8008, -0.6712], [-0.3832, 3.4021, -0.3336], [-0.8149, 4.4925, -1.3337], [0.3747, 5.1833, -2.0007], [1.3088, 4.1741, -2.6856], [1.1496, 2.7361, -2.0933], [1.1329, 2.3600, 3.1521], [0.8988, 3.7401, 3.3081], [0.0530, 4.1931, 4.2987], [-0.6039, 3.3395, 5.1467], [-0.3099, 1.9803, 5.0747], [0.6061, 1.5399, 4.1552], [3.8032, 1.3084, 2.2705], [4.8189, 0.7003, 1.5275], [6.1141, 0.5832, 1.9919], [6.5174, 1.1085, 3.2104], [5.5184, 1.6839, 3.9714], [4.2113, 1.8093, 3.5196], [0.6280, -0.2799, 2.0360], [2.0205, -0.6949, 1.0168], [2.9229, 2.5922, -0.3896], [2.1695, 3.8685, 0.6155], [-0.3588, 3.7444, 0.6896], [-1.1315, 2.6150, -0.3532], [-1.4110, 5.2564, -0.7907], [-1.5499, 4.0599, -2.0367], [0.9359, 5.7845, -1.2801], [-0.0058, 5.9285, -2.7099], [2.3620, 4.4686, -2.5819], [1.1180, 4.1826, -3.7721], [2.0633, 2.1807, -2.3046], [0.3417, 2.1951, -2.6221], [1.4041, 4.4932, 2.6899], [-0.1158, 5.2701, 4.3526], [-1.4047, 3.7149, 5.7905], [-0.7360, 1.2474, 5.7707], [0.8654, 0.4803, 4.1571], [4.6197, 0.2492, 0.5392], [6.8219, 0.0605, 1.3537], [7.5639, 1.0532, 3.5306], [5.7214, 2.0132, 5.0138], [3.5275, 2.2824, 4.2507], [2.5722, -3.6058, -2.3055], [3.2589, -3.1574, -3.4328], [3.8410, -4.0728, -4.3501], [4.4963, -3.6252, -5.4370], [4.6399, -2.2262, -5.6288], [4.0926, -1.3072, -4.7746], [3.4657, -1.8005, -3.6098], [2.9420, -0.6099, -2.4636], [1.8027, -1.5037, -1.4428], [1.9756, -2.8247, -1.3680], [1.3014, -3.4723, -0.2782], [1.4459, -4.8020, 0.1546], [0.6560, -5.2791, 1.1918], [-0.3097, -4.4667, 1.7800], [-0.3937, -3.1628, 1.3809], [0.3743, -2.7068, 0.3617], [2.4379, -4.6184, -2.2204], [3.6725, -5.1302, -4.1689], [4.9537, -4.2917, -6.1870], [5.1483, -1.9034, -6.5228], [4.1598, -0.2187, -4.9305], [2.1749, -5.4880, -0.3127], [0.8070, -6.2971, 1.5514], [-0.9797, -4.8472, 2.5711], [-1.0929, -2.4636, 1.8119], [-4.3724, 1.5682, -3.4976], [-3.0572, 0.8863, -3.5370], [-2.3421, 0.2449, -4.5399], [-1.1739, -0.2990, -3.9194], [-1.1512, 0.0677, -2.6167], [-2.2855, 0.7883, -2.4201], [-0.0554, -1.0140, -4.5924], [-4.4570, 2.2957, -4.3198], [-4.4906, 2.1279, -2.5483], [-5.1814, 0.7991, -3.6198], [-2.6270, 0.0535, -5.5714], [-2.6452, 1.0448, -1.4940], [-0.3956, -1.2970, -5.5968], [0.2829, -1.8879, -4.0176], [0.8061, -0.3208, -4.6945]],
  "forces_ev_per_angstrom": [[0.12, 4.26, -0.95], [-0.36, -0.69, 1.72], [-0.02, 0.62, -2.17], [0.39, 0.14, 0.66], [0.78, -0.72, 0.28], [0.55, 0.44, -0.04], [0.22, 0.17, -1.62], [-0.28, 0.16, 0.52], [0.64, 1.02, 0.20], [0.36, -0.39, 0.74], [-1.38, -1.14, -0.20], [1.02, 0.42, 0.25], [-1.09, -0.43, 0.26], [-0.14, -0.09, 0.59], [-0.11, 0.92, 0.73], [-0.08, -0.62, -0.30], [-0.40, 0.19, 0.15], [0.62, -0.51, -1.17], [0.53, -0.15, -0.37], [-0.48, 0.26, -0.21], [0.39, -0.03, -0.06], [0.05, 0.16, -0.02], [-0.60, 0.15, 0.19], [-0.06, 0.15, 0.01], [0.07, -0.01, -0.03], [-0.03, 0.05, 0.02], [0.11, -0.21, -0.22], [-0.44, -1.67, -0.50], [0.44, 1.31, 0.08], [0.30, 0.10, 0.45], [-0.01, -1.28, -0.68], [-0.08, -0.15, -0.33], [-0.63, 0.60, 0.65], [-0.19, 0.11, -0.19], [0.19, -0.24, -0.45], [-0.22, 0.87, -0.88], [-0.06, 0.42, 0.20], [0.58, -0.50, -0.53], [-0.04, 1.28, -0.20], [-0.88, -0.53, 0.23], [-0.13, 0.02, 1.01], [0.09, -0.73, -0.94], [-0.06, 0.31, 0.22], [-0.45, -0.52, -0.68], [0.69, -0.22, -0.55], [-0.14, -0.16, -0.23], [0.27, 0.43, 1.47], [-0.47, 0.03, 0.62], [-0.04, -0.01, -0.26], [-0.27, 0.18, 0.10], [-0.19, 0.23, 0.22], [0.17, -0.33, -0.08], [0.15, 0.28, 0.32], [-0.30, -0.11, 0.13], [0.33, -0.41, -0.19], [0.62, 0.14, -0.14], [-0.10, -0.23, 0.25], [0.13, -0.24, -0.03], [-0.25, 0.08, 0.09], [0.02, -0.28, 0.33], [-0.01, -0.09, 0.21], [0.12, 0.28, 0.38], [-0.33, -0.44, 0.01], [-0.05, -0.29, 0.14], [0.51, -0.15, 0.01], [0.03, 0.48, -0.22], [-0.10, 0.06, -0.03], [-0.09, 0.30, 0.45], [0.06, 0.16, 0.12], [-0.56, -0.04, -0.01], [0.01, -0.06, -0.96], [0.15, -0.34, -0.84], [-0.56, -0.54, 1.82], [1.42, 0.49, -1.26], [-1.72, -0.31, 1.81], [1.22, 1.29, -1.44], [0.02, -0.90, -0.77], [-0.22, -0.01, 0.99], [-0.30, -0.26, -1.00], [-0.92, 0.46, 1.21], [0.75, -1.39, -0.50], [0.25, 1.19, -2.35], [-2.00, -1.78, 2.22], [0.66, 0.22, -0.74], [-0.08, -0.19, 0.13], [-0.06, -0.83, 0.79], [0.51, -0.08, -0.84], [0.47, -1.36, 0.75], [0.24, 0.71, 0.03], [0.14, -0.02, -0.10], [-0.40, 0.28, 0.63], [0.10, 0.17, -0.06], [0.07, -0.67, -0.01], [-0.39, 0.57, 0.36], [-0.13, 0.23, -0.19], [0.56, 0.28, -0.50], [0.01, 0.02, 0.01], [-0.69, 0.00, -0.06], [1.28, -0.32, 0.22], [0.49, -0.87, 0.35], [-0.94, 1.34, 0.65], [0.34, -0.49, 0.34], [-0.71, -0.06, -0.36], [0.30, 0.37, -0.03], [-0.02, -0.33, 0.25], [-0.10, -0.46, -0.48], [0.58, 0.85, 0.22], [0.00, 0.30, 0.32], [0.46, -0.16, -0.19], [0.30, -0.15, 0.31], [-0.14, 0.11, -0.24], [-0.40, -0.45, -0.02]],
  "mulliken_charge": [-0.953, -0.449, 0.963, -0.846, -0.273, 0.090, -0.443, -1.103, 0.770, -0.910, -0.347, 1.356, 0.292, -0.136, -0.334, -0.999, -0.495, -0.489, 0.221, 0.212, 0.309, 0.518, 0.352, 0.287, 0.540, 0.450, 0.545, 1.164, -0.004, -0.748, 0.479, 0.325, -0.720, -0.813, -0.807, -0.005, 0.565, -0.590, -0.510, -0.701, -0.537, -0.177, 0.597, -0.369, -0.620, -0.621, -0.628, -0.312, -0.429, 0.532, 0.697, 0.283, 0.599, -0.942, 0.465, 0.291, 0.277, 0.479, 0.281, 0.422, 0.264, -0.339, 0.368, 0.390, 0.381, 0.432, 0.401, 0.204, 0.407, 0.397, 0.337, 0.211, 0.045, -0.068, -0.727, -0.652, -0.717, -0.919, 1.119, -0.009, 0.407, 0.947, 0.092, -0.948, -0.839, -0.931, -0.569, 1.128, 0.221, 0.414, 0.398, 0.415, 0.466, 0.520, 0.458, 0.543, 0.765, -1.389, 0.563, -1.229, 0.387, 0.450, 0.504, -1.139, 0.411, 0.278, 0.280, 0.503, -0.349, 0.470, 0.021, 0.178]
}



{
  "formula": "C4H20BO18",
  "method": "ωB97M-V/def2-TZVPD",
  "lumo_ev": [4.5, 4.5],
  "charge": -2,
  "e_tot_ev": -42010.926,
  "homo_energy_ev": [1.449, -2.614],
  "multiplicity": 2,
  "homo_lumo_gap_ev": [3.05, 7.11],
  "elements": ["O", "C", "O", "B", "O", "C", "O", "O", "C", "O", "C", "O", "O", "O", "H", "H", "O", "H", "H", "O", "H", "H", "O", "H", "H", "O", "H", "H", "O", "H", "H", "O", "H", "H", "O", "H", "H", "O", "H", "H", "O", "H", "H"],
  "coordinates": [[-2.7958, -11.3188, -22.4429], [-3.8450, -10.6392, -22.4669], [-4.6618, -10.5260, -23.4598], [-5.7742, -9.6801, -23.0637], [-5.6415, -9.3863, -21.6350], [-4.4789, -9.9174, -21.2098], [-4.0290, -9.8647, -20.0497], [-7.0623, -10.3630, -23.4144], [-7.6411, -9.6660, -24.4032], [-8.5877, -10.0072, -25.0317], [-6.7703, -8.3813, -24.6736], [-5.7810, -8.3837, -23.7900], [-7.1124, -7.5230, -25.4942], [-2.0142, -8.5894, -24.3845], [-2.2010, -8.6059, -23.4458], [-2.6981, -8.0319, -24.7555], [-10.6807, -8.9301, -26.4785], [-10.8135, -9.8266, -26.7864], [-9.8091, -8.9387, -26.0830], [-6.5412, -4.8239, -25.3928], [-5.8976, -4.3985, -24.8262], [-6.3268, -5.7554, -25.3426], [-9.5507, -12.3622, -27.0459], [-9.2007, -13.1550, -26.6394], [-8.7801, -11.8221, -27.2209], [-0.6305, -10.7095, -20.6137], [-0.8468, -10.7203, -19.6813], [-1.4750, -10.6189, -21.0550], [-6.2742, -7.9636, -28.3127], [-7.1957, -7.7840, -28.4994], [-6.2352, -8.0526, -27.3604], [-3.9596, -12.2738, -18.6763], [-3.1231, -12.6148, -18.3596], [-3.7676, -11.3736, -18.9393], [-9.2871, -5.4084, -26.3391], [-8.5071, -5.1788, -25.8339], [-9.9972, -5.4088, -25.6972], [-3.7314, -14.0009, -24.2006], [-3.1851, -13.2240, -24.0816], [-3.2568, -14.6993, -23.7497], [-7.2429, -12.9694, -22.1364], [-7.9592, -13.5425, -22.4097], [-7.1460, -12.3463, -22.8566]],
  "forces_ev_per_angstrom": [[0.10, -0.03, -0.58], [0.95, 1.23, 6.22], [-2.26, 0.46, -2.78], [0.98, -0.80, 2.11], [-1.28, 0.34, -0.82], [2.76, -2.32, -2.89], [-0.18, 0.35, 0.27], [-0.72, 1.45, -1.39], [2.30, -0.57, 1.23], [-1.15, -0.18, -0.67], [-0.58, 0.44, 0.74], [-1.40, 0.84, -2.42], [1.27, -1.25, 1.24], [0.46, 0.26, -0.43], [-0.20, -0.34, 0.44], [-0.28, 0.01, -0.03], [-0.74, 0.44, -0.47], [0.08, -0.29, 0.08], [0.47, -0.15, 0.30], [-0.03, 0.75, -0.03], [0.05, 0.16, 0.13], [-0.16, -0.89, -0.10], [-0.38, -0.12, -0.31], [0.10, -0.11, 0.19], [0.23, 0.28, 0.12], [1.08, 0.09, 0.46], [-0.19, 0.07, 0.10], [-0.96, -0.33, -0.67], [0.35, -0.15, -0.59], [-0.25, 0.10, 0.14], [-0.16, 0.12, 0.40], [-0.09, -0.93, 0.78], [0.17, -0.14, -0.04], [-0.22, 1.01, -0.86], [-0.43, 0.16, -0.34], [0.61, 0.08, 0.16], [-0.17, -0.16, 0.09], [-0.21, -0.54, -0.51], [0.09, 0.72, 0.42], [0.06, -0.02, 0.21], [-0.10, -0.47, 0.34], [-0.13, -0.11, -0.05], [0.17, 0.51, -0.19]],
  "lowdin_spin": [0.176, 0.212, 0.076, 0.013, 0.078, 0.235, 0.176, 0.003, 0.001, 0.001, 0.001, 0.004, 0.001, 0.008, 0.007, 0.000, 0.000, 0.000, 0.000, 0.000, 0.000, 0.000, 0.000, 0.000, 0.000, 0.000, 0.000, -0.001, 0.000, 0.000, 0.000, 0.004, 0.001, 0.001, 0.000, 0.000, 0.000, 0.001, 0.000, 0.000, 0.001, 0.000, 0.000]
}